## w
Here is 2 unconnected molecules or ions with the total composition C6H15O from the OMol25 dataset. Energies are from ωB97M-V/def2-TZVPD.

Geometry as XYZ:
```
22
Properties=species:S:1:pos:R:3
C -1.200 2.106 1.399
C -1.404 -1.402 -0.120
C -1.699 -0.322 0.896
C -1.398 1.049 0.303
H -2.124 2.172 2.029
H -0.982 3.120 1.005
H -0.306 1.880 2.040
H -1.431 -2.424 0.328
H -0.386 -1.181 -0.479
H -2.044 -1.319 -1.008
H -0.955 -0.439 1.741
H -2.805 -0.333 1.272
H -0.403 0.880 -0.216
H -2.118 1.355 -0.420
C 2.228 -0.018 -0.690
O 1.133 -0.204 0.090
C 2.608 -1.268 -1.518
H 3.118 0.235 -0.048
H 2.098 0.889 -1.459
H 3.558 -1.179 -2.079
H 1.765 -1.455 -2.221
H 2.747 -2.142 -0.844
```

As for the net charge: -1. The calculation puts the LUMO energy at 4.33 eV. The value obtained for the frontier orbital gap is 7.03 eV.

Atomic partial charges in e from the Löwdin method, atoms 1 to 6:
1. C -0.14
2. C -0.16
3. C -0.32
4. C -0.33
5. H 0.06
6. H 0.05

---

## x
Here is 2 unconnected molecules or ions with the total composition C6H15O from the OMol25 dataset. Energies are from ωB97M-V/def2-TZVPD.

Geometry as XYZ:
```
22
Properties=species:S:1:pos:R:3
C 2.166 -0.425 0.528
O 0.975 -0.832 -0.021
C 2.118 -0.524 2.063
H 2.409 0.625 0.227
H 3.037 -1.027 0.185
H 3.108 -0.602 2.533
H 1.567 -1.441 2.280
H 1.586 0.320 2.509
C -0.924 1.571 0.129
C -1.670 0.602 -0.785
C -0.845 0.272 -2.050
C -1.947 -0.715 -0.034
H -1.484 1.723 1.061
H -0.010 1.042 0.409
H -0.771 2.524 -0.381
H -2.624 1.021 -1.135
H -1.496 -0.227 -2.775
H -0.011 -0.374 -1.713
H -0.422 1.158 -2.537
H -2.676 -0.595 0.782
H -2.336 -1.502 -0.689
H -1.010 -1.073 0.412
```

As for the net charge: -1. The calculation puts the LUMO energy at 4.32 eV. The value obtained for the frontier orbital gap is 7.00 eV.

Atomic partial charges in e from the Löwdin method, atoms 1 to 6:
1. C -0.54
2. O -0.38
3. C -0.15
4. H 0.07
5. H 0.07
6. H 0.04

---

The structure with the greatest stability is x.

---

## w
Here is a single C8H10N2O2 molecule from the OMol25 dataset. Energies are from ωB97M-V/def2-TZVPD.

Geometry as XYZ:
```
22
Properties=species:S:1:pos:R:3
C 1.558 -2.336 0.907
C 0.023 -0.518 1.067
C 0.021 0.092 2.340
C -0.064 1.527 2.526
C -0.190 2.209 1.358
C -0.114 1.620 0.142
C -0.036 0.244 -0.073
C -0.049 -0.339 -1.457
H 1.465 -3.232 0.257
H 1.832 -2.693 1.900
H 2.212 -1.538 0.407
H 0.198 -0.540 3.231
H 0.076 1.917 3.593
H -0.267 3.295 1.201
H -0.064 2.239 -0.741
H -0.516 -0.600 -3.254
H -1.302 1.747 -3.520
H -2.415 1.005 -2.811
N -0.640 0.122 -2.560
N -1.430 1.230 -2.624
O 0.141 -1.883 1.005
O 0.655 -1.374 -1.610
```

As for the net charge: 0. The calculation puts the LUMO energy at 0.72 eV. The value obtained for the frontier orbital gap is 9.73 eV.

Atomic partial charges in e from the Löwdin method, atoms 1 to 6:
1. C -0.04
2. C -0.28
3. C 0.01
4. C -0.06
5. C -0.14
6. C -0.06

---

## x
Here is 2 unconnected molecules or ions with the total composition C8H10N2O2 from the OMol25 dataset. Energies are from ωB97M-V/def2-TZVPD.

Geometry as XYZ:
```
22
Properties=species:S:1:pos:R:3
C 2.776 0.578 -1.163
C 1.712 1.413 -1.309
C 2.556 -0.615 -0.367
C 0.488 1.190 -0.656
C 1.372 -0.877 0.238
C 0.336 0.069 0.142
C -2.301 -0.254 -0.796
C -0.871 -0.331 0.831
N -0.912 -1.498 1.513
N -1.449 0.828 1.542
O -2.352 0.587 2.336
O -1.105 1.958 1.238
H 3.572 0.651 -1.775
H 1.590 2.196 -2.074
H 3.397 -1.300 -0.400
H -0.333 1.744 -0.708
H 1.347 -1.798 0.819
H -2.913 0.595 -0.522
H -2.783 -1.185 -0.637
H -1.600 -0.131 -1.592
H -1.075 -2.308 0.927
H -1.452 -1.511 2.412
```

As for the net charge: 0. The calculation puts the LUMO energy at -0.30 eV. The value obtained for the frontier orbital gap is 8.15 eV.

Atomic partial charges in e from the Löwdin method, atoms 1 to 6:
1. C -0.06
2. C -0.07
3. C -0.06
4. C -0.03
5. C -0.04
6. C -0.20

---

## y
Here is a single C8H10N2O2 molecule from the OMol25 dataset. Energies are from ωB97M-V/def2-TZVPD.

Geometry as XYZ:
```
22
Properties=species:S:1:pos:R:3
C 3.227 0.972 0.104
C 3.137 -0.297 -0.268
C 2.010 1.747 0.267
C 1.894 -1.017 -0.543
C 0.728 1.215 -0.313
C 1.757 -2.357 -0.788
C -0.439 1.758 -0.231
C -3.154 1.525 1.054
N 0.823 -0.170 -0.670
N -1.810 0.846 -0.680
O 2.046 2.739 1.015
O -2.986 1.594 -0.337
H 4.098 1.408 0.341
H 4.076 -0.927 -0.346
H 0.686 -2.626 -0.674
H 2.528 -3.008 -0.521
H -0.920 2.683 0.023
H -4.000 2.210 1.415
H -2.248 1.962 1.588
H -3.153 0.399 1.385
H -0.127 -0.507 -0.626
H -1.785 0.751 -1.689
```

As for the net charge: 0. The calculation puts the LUMO energy (spin up / spin down) at -0.61 / -0.61 eV. The value obtained for the frontier orbital gap (spin up / spin down) is 7.60 / 7.60 eV.

Atomic partial charges in e from the Löwdin method, atoms 1 to 6:
1. C 0.01
2. C 0.00
3. C -0.31
4. C -0.35
5. C -0.19
6. C 0.07

---

The structure with the greatest stability is w.

---

## w
Here is 2 unconnected molecules or ions with the total composition CH3O3 from the OMol25 dataset. Energies are from ωB97M-V/def2-TZVPD.

Geometry as XYZ:
```
7
Properties=species:S:1:pos:R:3
O -0.099 -2.166 -0.175
H -0.793 -2.576 0.389
H -0.202 -1.198 -0.033
O 1.110 1.193 -0.838
O -0.199 0.640 0.785
C 0.246 1.518 -0.038
H -0.063 2.590 -0.090
```

As for the net charge: -1. The calculation puts the LUMO energy at 4.48 eV. The value obtained for the frontier orbital gap is 8.33 eV.

Atomic partial charges in e from the Löwdin method, atoms 1 to 6:
1. O -0.12
2. H 0.02
3. H -0.01
4. O -0.12
5. O -0.19
6. C -0.66

---

## x
Here is 2 unconnected molecules or ions with the total composition CH3O3 from the OMol25 dataset. Energies are from ωB97M-V/def2-TZVPD.

Geometry as XYZ:
```
7
Properties=species:S:1:pos:R:3
O 0.927 1.511 0.616
H 0.248 1.828 1.254
H 0.678 0.577 0.433
O -0.298 -0.996 0.660
O 0.423 -0.666 -1.390
C -0.478 -0.979 -0.619
H -1.501 -1.275 -0.955
```

As for the net charge: -1. The calculation puts the LUMO energy at 4.63 eV. The value obtained for the frontier orbital gap is 8.80 eV.

Atomic partial charges in e from the Löwdin method, atoms 1 to 6:
1. O -0.14
2. H 0.02
3. H -0.03
4. O -0.20
5. O -0.10
6. C -0.65

---

The structure with the greatest stability is x.